ORCA calculation (ωB97M-V with the def2-TZVPD basis set) on a molecular structure, C19H38NO3P3Sn at a distorted geometry.

Geometry as XYZ:
```
65
Properties=species:S:1:pos:R:3:mulliken_charge:R:1
P -1.5000 -2.7057 0.1213 0.87
C -1.1827 -3.6108 1.6471 -1.24
H -1.6229 -4.6053 1.5473 0.55
H -1.6439 -3.0949 2.4921 0.33
H -0.1105 -3.7086 1.8165 0.44
C -3.3125 -2.5382 0.2372 -1.31
H -3.7693 -2.2613 -0.7182 0.39
H -3.5576 -1.7921 1.0044 0.31
H -3.7190 -3.5066 0.5488 0.54
C -1.3054 -4.0260 -1.1122 -1.25
H -1.9939 -4.8390 -0.8555 0.50
H -0.2809 -4.4061 -1.0736 0.41
H -1.5291 -3.6625 -2.1222 0.32
P 2.4509 0.0429 -1.7714 0.85
C 4.0124 -0.4595 -0.9763 -1.18
H 4.8326 -0.2098 -1.6636 0.52
H 4.0158 -1.5409 -0.7893 0.41
H 4.1499 0.0916 -0.0359 0.35
C 2.4825 -1.0157 -3.2600 -1.23
H 1.7607 -0.6742 -4.0125 0.30
H 2.2680 -2.0536 -2.9594 0.35
H 3.4944 -0.9689 -3.6809 0.49
C 2.8988 1.7128 -2.3484 -1.24
H 3.7781 1.6236 -2.9981 0.50
H 3.1634 2.3291 -1.4791 0.38
H 2.0741 2.1803 -2.9017 0.26
P -0.7678 2.7980 1.1771 0.71
C -0.0988 3.3539 2.7508 -1.11
H -0.7606 4.1603 3.0916 0.54
H 0.9119 3.7507 2.6068 0.43
H -0.0974 2.5395 3.4844 0.25
C -0.8635 4.3461 0.2507 -1.17
H -1.2163 5.1094 0.9561 0.48
H -1.5683 4.2815 -0.5873 0.32
H 0.1375 4.6268 -0.1012 0.43
C -2.4600 2.3434 1.6321 -0.82
H -2.8739 3.1821 2.2069 0.53
H -2.4440 1.4509 2.2662 0.05
H -3.0936 2.1668 0.7557 0.30
Sn -0.6462 0.2384 -1.1540 1.09
C 0.7330 -1.5129 -0.1037 -0.19
O 1.5966 -1.9552 0.5571 -0.19
C 0.8968 1.3360 0.4822 -0.16
O 1.8646 1.2127 1.1535 -0.15
C -1.3199 1.9989 -2.6592 -0.88
C -2.4909 1.6978 -1.9382 -0.37
C -2.9603 0.3748 -1.8949 -1.00
C -2.3750 -0.6145 -2.7096 -0.39
C -1.1927 -0.3241 -3.4148 -0.90
C -0.6663 0.9916 -3.4031 -0.49
H -0.9274 3.0157 -2.6633 0.65
H -3.0401 2.4874 -1.4243 1.04
H -3.8187 0.1160 -1.2670 0.63
H -2.8187 -1.6062 -2.7900 0.94
H -0.6836 -1.0960 -3.9926 0.66
H 0.2161 1.2351 -3.9893 0.96
C -1.2158 -0.4850 4.6979 -1.13
C -0.2364 -0.5326 3.5568 0.58
N 1.0382 -0.8324 3.8698 -0.33
O -0.5747 -0.2894 2.3835 -0.36
H -0.7675 -0.7604 5.6580 0.51
H -2.0543 -1.1684 4.5095 0.26
H -1.6298 0.5274 4.8138 0.25
H 1.7272 -0.8462 3.1270 0.15
H 1.3345 -1.0164 4.8206 0.23
```

Summary:
* LUMO energy (alpha / beta): -0.547 / -0.560 Ha
* HOMO-LUMO gap (alpha / beta): 5.7 / 5.1 eV
* energy: -2263.91356 a.u.
* total charge: +4
* spin multiplicity: 1